[1]
Below is 9 unconnected molecules or ions with the total composition H18O9, with properties calculated with wB97M-V/def2-TZVPD.

Its LUMO energy is -0.1 eV. The gap between HOMO and LUMO comes out at 10.7046 eV. Its maximum force is 0.40 eV Å⁻¹. Its total energy is -687.95073 Ha.

The geometry in ORCA input format:
```
! RIJCOSX wB97M-V def2-TZVPD def2/J DEFGRID3
* xyz 0 1
H 1.5542 1.3903 -1.5519
O 2.6792 -3.5035 -0.8259
O -1.2081 1.4845 2.8009
O -1.8845 2.2782 -0.5348
H -0.3479 1.4172 3.2271
O 0.6635 -0.5152 -2.4887
H -2.0984 1.8005 -1.3427
H 1.5085 -0.8738 -2.7791
O 1.1351 -2.4661 1.4552
H -3.4773 -1.5223 0.1043
H 1.2122 2.7086 -0.8784
O 0.8751 2.8465 1.0847
H 3.1652 -2.7792 -1.2275
H -2.7310 2.5802 -0.1921
O 1.4882 2.3326 -1.7256
H 0.5154 -1.8594 1.0232
H 1.2423 2.9737 1.9626
H -1.9936 -1.8141 0.3156
H 0.5797 -3.1644 1.8152
O -0.3383 -0.4164 0.0950
H -1.5799 0.6011 2.8880
H 0.1399 -0.4711 -0.7527
H 0.3151 2.0612 1.1569
H -0.8804 0.3775 0.0183
H 2.0286 -3.0875 -0.2416
H 0.2262 -0.2225 -3.2936
O -2.7890 -2.1567 -0.1122
*
```

Löwdin analysis output, partial charges in e: -0.0080 -0.0666 -0.0453 -0.0355 0.0414 -0.0306 0.0483 0.0690 -0.0530 0.0277 -0.0069 -0.0479 0.0205 0.0527 -0.0680 -0.0049 0.0473 -0.0058 0.0541 -0.0675 0.0441 0.0166 0.0019 0.0148 -0.0125 0.0743 -0.0605

***

[2]
Below is 9 unconnected molecules or ions with the total composition H18O9 at a distorted geometry, with properties calculated with wB97M-V/def2-TZVPD.

Its LUMO energy is -0.5 eV. The gap between HOMO and LUMO comes out at 9.5477 eV. Its maximum force is 2.53 eV Å⁻¹. Its total energy is -687.93190 Ha.

The geometry in ORCA input format:
```
! RIJCOSX wB97M-V def2-TZVPD def2/J DEFGRID3
* xyz 0 1
H 2.9456 -1.6949 0.2893
O 1.3416 2.6451 0.8643
H -1.8384 0.7061 2.5953
H 0.9856 3.5151 1.0973
O -0.5244 -0.4109 2.5123
O 2.8136 -2.3229 -0.4357
H 0.2296 1.4941 -1.6947
H 0.9536 -1.7479 -3.0147
H 1.6376 2.1941 -1.6247
H 0.2396 -0.1679 3.0803
H 0.7116 2.2651 0.2623
H 3.1926 -1.7859 -1.1857
H -0.2524 -0.1629 0.8093
O 0.7486 2.2471 -1.9517
O 1.4436 -0.9899 -3.2237
H -2.6814 1.7521 3.4893
H 0.3176 -0.7009 -0.4117
O -0.2954 -0.0459 -0.1437
O -0.4574 -2.8929 -1.2917
H -0.2804 -3.2419 -0.4377
H -1.3784 -2.9309 -1.3467
H -1.9594 0.4431 -0.0787
O -2.6964 1.0511 -0.1897
O -2.5944 1.3871 2.6293
H 0.9826 -0.5509 -3.9497
H -2.8174 1.2981 0.7413
H -0.7664 -1.3519 2.6113
*
```

Löwdin analysis output, partial charges in e: 0.0303 -0.0632 0.0303 0.0506 -0.0424 -0.0791 -0.0022 -0.0216 0.0255 0.1146 -0.0197 0.0625 -0.0008 -0.0428 -0.0349 0.0210 0.0148 -0.0450 0.0018 0.0254 0.0192 -0.0367 -0.0769 -0.0766 0.0515 -0.0115 0.1061

***

[3]
Below is 9 unconnected molecules or ions with the total composition H18O9, with properties calculated with wB97M-V/def2-TZVPD.

Its LUMO energy is 0.2 eV. The gap between HOMO and LUMO comes out at 10.9358 eV. Its maximum force is 0.80 eV Å⁻¹. Its total energy is -687.94209 Ha.

The geometry in ORCA input format:
```
! RIJCOSX wB97M-V def2-TZVPD def2/J DEFGRID3
* xyz 0 1
O -2.1855 -0.4204 -2.2041
H -0.8054 4.5084 -1.0792
O -0.2463 0.1188 0.6113
O -2.3840 -1.8438 2.6989
H -2.6547 -0.6239 -3.0201
H 0.5439 0.6819 0.6244
O 1.4614 -2.0879 0.8685
O 2.1481 -0.6392 -1.8004
H -1.2714 -0.6770 -2.3741
H 0.5658 2.1170 2.9677
H -0.2947 3.0665 -0.9345
H 1.8614 2.1323 3.7752
H -0.8229 0.5242 -0.0548
H 2.0713 -0.9375 -0.8811
O -1.8096 -3.0365 -0.4822
H 1.0016 -1.2280 0.9875
O 0.9360 1.8084 -1.8006
H 1.8753 -2.2719 1.7196
H 1.0653 2.1082 -2.7056
O 1.4846 1.8225 2.9449
H -2.1256 -1.4753 3.5503
O -0.4964 3.8729 -0.4264
H 1.3712 0.9249 -1.7597
H -1.2876 -2.4527 0.0779
H -1.6203 -1.6950 2.1310
H 2.8870 -1.1366 -2.1665
H -1.2685 -3.1602 -1.2679
*
```

Löwdin analysis output, partial charges in e: -0.0536 0.0284 -0.0470 -0.0484 0.0416 0.0447 -0.0623 -0.0445 0.0246 0.0397 -0.0136 0.0358 0.0568 0.0237 -0.0485 -0.0002 -0.0740 0.0529 0.0546 -0.0605 0.0341 -0.0775 -0.0017 -0.0035 -0.0005 0.0685 0.0305

***

[4]
Below is a molecular structure, H18O9Xe, with properties calculated with wB97M-V/def2-TZVPD.

Its LUMO energy is -0.1 eV. The gap between HOMO and LUMO comes out at 9.5096 eV. Its maximum force is 0.90 eV Å⁻¹. Its total energy is -1017.29613 Ha.

The geometry in ORCA input format:
```
! RIJCOSX wB97M-V def2-TZVPD def2/J DEFGRID3
* xyz 0 1
H 1.8963 1.8510 1.7386
H -4.4850 0.5631 -1.1580
H -2.6912 1.9295 2.2986
O 0.0858 2.9915 1.4752
H -2.8258 0.0249 1.4527
O -4.2586 -0.2978 -1.5099
O 0.1783 -3.8107 0.3577
H 4.0990 -1.2618 -2.1838
H 1.8077 1.9104 -2.6899
H -0.4024 2.2517 1.8366
H 2.5759 -1.8025 -0.3995
O 2.2092 1.1541 -3.1177
O 3.1483 -1.3062 -2.0814
H -3.5514 -0.5348 0.2477
O -3.6530 -0.3764 1.1862
Xe -0.3080 0.0989 -0.6476
H -0.5347 3.4257 0.8898
H 0.5750 -4.5908 0.7455
O -1.8718 1.4473 2.4099
H -0.2445 -3.3660 1.0923
H 2.8347 -0.4525 -2.3800
H -2.0130 0.9111 3.1902
H 1.5022 -2.6877 0.1968
H 3.2238 2.0749 1.0461
O 2.2842 -2.1862 0.4275
H -3.7808 -0.1089 -2.3175
O 2.7075 1.4052 1.4947
H 1.4923 0.7429 -3.6006
*
```

Löwdin analysis output, partial charges in e: -0.0184 0.0455 0.0748 -0.0976 -0.0486 -0.0546 -0.0462 0.0564 0.0375 -0.0417 -0.0417 -0.0693 -0.0547 -0.0345 -0.0829 0.3619 0.0325 0.0603 -0.0615 0.0530 -0.0167 0.0800 -0.0592 0.0270 -0.1190 0.0437 -0.0668 0.0408

***

[5]
Below is 10 unconnected molecules or ions with the total composition H19O10 at a distorted geometry, with properties calculated with wB97M-V/def2-TZVPD.

Its LUMO energy is 2.6 eV. The gap between HOMO and LUMO comes out at 8.9261 eV. Its maximum force is 3.39 eV Å⁻¹. Its total energy is -763.80773 Ha.

The geometry in ORCA input format:
```
! RIJCOSX wB97M-V def2-TZVPD def2/J DEFGRID3
* xyz -1 1
H 2.5928 1.3160 1.3343
H 1.3929 1.1908 2.5502
H -1.3236 0.3534 -0.7585
H 1.0490 -2.0095 0.9021
H 1.0337 -2.8775 2.1363
O 2.7806 2.5397 -2.6542
O -3.2649 0.5142 1.2410
O -0.3746 3.3934 1.7837
H -0.6384 -2.8475 -2.1835
H 0.0522 -0.5503 -0.1122
O -1.1657 -3.3312 -1.5911
O -1.5814 0.5086 -1.8370
H -3.3173 0.5989 2.1944
H -2.6444 -0.1979 1.0377
H 2.8432 2.0161 -1.7773
O -0.3541 -0.2086 2.7974
H -1.3036 -2.7520 -0.8023
O -0.6248 -0.0194 0.3091
H 1.9755 2.0544 -2.8852
O 1.6565 -2.4842 1.5142
O 0.7996 -2.5039 -3.8293
H -0.6685 -0.0792 1.6866
H 1.2265 -3.1128 -3.1628
O 2.1634 1.6778 2.1150
H -0.9533 2.6810 1.5040
H -0.4019 0.6173 3.2521
H 0.6023 3.2991 1.8815
H 0.5765 -1.7406 -3.3108
H -2.4804 0.7685 -2.0282
*
```

Löwdin analysis output, partial charges in e: 0.0289 0.0481 -0.0409 0.0141 0.0332 -0.1009 -0.0663 -0.0897 -0.0497 -0.0160 -0.0494 -0.2325 0.0259 0.0068 0.0727 -0.2267 0.0524 -0.2726 0.0259 -0.0768 -0.0643 0.0162 0.0726 -0.0979 0.0164 -0.0420 0.0293 0.0130 -0.0298

***

[6]
Below is 2 unconnected molecules or ions with the total composition H2 at a distorted geometry, with properties calculated with wB97M-V/def2-TZVPD.

Its LUMO energy is -2.0 eV. The gap between HOMO and LUMO comes out at 8.5554 eV. Its maximum force is 3.25 eV Å⁻¹. Its total energy is -0.98594 Ha.

The geometry in ORCA input format:
```
! RIJCOSX wB97M-V def2-TZVPD def2/J DEFGRID3
* xyz 0 1
H 0.0000 0.0000 0.9593
H 0.0000 0.0000 -0.9593
*
```

Löwdin analysis output, partial charges in e: 0.0000 0.0000

***

[7]
Below is 10 unconnected molecules or ions with the total composition H20NO12S at a distorted geometry, with properties calculated with wB97M-V/def2-TZVPD.

Its LUMO energy is 0.7 eV. The gap between HOMO and LUMO comes out at 2.4309 eV. Its maximum force is 5.35 eV Å⁻¹. Its total energy is -1367.72623 Ha.

The geometry in ORCA input format:
```
! RIJCOSX wB97M-V def2-TZVPD def2/J DEFGRID3
* xyz -1 1
H -4.4074 -1.3731 -2.4273
O -0.9217 2.9171 0.8422
H -2.1063 -2.4309 4.2006
H -0.1731 -1.4087 -0.0976
H -5.1850 -1.4533 -1.1308
O 3.8142 1.8835 -0.0628
H -0.4091 0.2068 -0.3869
O -1.9945 -2.0808 3.3167
H -0.4097 -0.8478 -1.6901
H 2.9102 1.9715 0.2393
H 0.5136 -1.5664 -4.8820
H 2.1117 -4.2522 -1.0704
N -0.6078 -0.7304 -0.7067
O 0.1827 -0.7005 -4.6432
H 2.8193 -3.4939 2.6390
H -2.8797 -2.0593 2.9533
H 4.1328 2.7835 -0.1319
H 2.9065 -2.1615 3.3524
H 0.4585 -0.2530 3.1988
H 0.7540 1.1343 2.6697
O -1.8677 5.0368 1.4723
O 2.3784 -3.4482 -0.6246
H 1.1129 3.6645 -2.3011
H 0.3690 -0.1535 -5.4062
O 1.1808 0.3365 2.9820
O 3.1386 -3.0857 3.4438
O -4.2935 -1.4306 -1.4787
H 3.0006 -3.0365 -1.2242
O -3.2383 3.3098 0.5865
H -1.5856 -0.9657 -0.8003
O 1.0850 3.8793 -3.2335
S -2.0749 3.5955 1.3803
O -2.2868 3.0405 2.6785
H 1.5720 3.1725 -3.6572
*
```

Löwdin analysis output, partial charges in e: 0.0296 -0.5040 0.0303 0.1424 0.0384 -0.0617 0.1407 -0.0517 0.1314 0.0265 0.0261 0.0281 0.3656 -0.0526 0.0154 0.0304 0.0306 0.0230 0.0123 0.0279 -0.4559 -0.0499 0.0314 0.0369 -0.0640 -0.0535 -0.0506 0.0337 -0.4686 0.1330 -0.0505 -0.0187 -0.4640 0.0121

***

[8]
Below is 11 unconnected molecules or ions with the total composition H20NO13 at a distorted geometry, with properties calculated with wB97M-V/def2-TZVPD.

Its LUMO energy is 2.5 eV. The gap between HOMO and LUMO comes out at 9.4830 eV. Its maximum force is 6.54 eV Å⁻¹. Its total energy is -1044.82311 Ha.

The geometry in ORCA input format:
```
! RIJCOSX wB97M-V def2-TZVPD def2/J DEFGRID3
* xyz -1 1
H 2.4016 0.8115 1.3162
H 0.3485 -3.0345 1.5747
H 1.3689 2.5403 -0.2883
O -0.9257 1.5274 -3.9319
H -2.3157 -1.1946 -3.2176
H 3.3433 1.4954 2.1953
O 0.7616 0.7339 -0.6029
H 1.7558 -1.0295 1.5061
O 2.6622 1.7430 1.5580
O 0.3317 -1.2085 0.1430
H -0.2395 1.9316 2.2353
O 0.0858 -0.7670 -1.9376
H 2.8496 -1.8948 2.1214
H -0.8775 -2.6056 -0.1414
H 0.8585 -3.5337 2.9464
O -1.6873 -3.0944 -0.2327
O 1.3877 3.4102 -0.6143
N 0.6004 -0.4739 -0.8175
H -2.0113 0.6403 0.6652
O -2.6939 -1.5174 -2.3835
H -0.5632 0.7621 -3.4602
H -1.5097 0.7185 -1.4570
H -1.0561 -0.1907 1.3810
O 0.2619 -3.7372 2.2631
O -2.0704 1.3503 -1.1171
H -2.8847 0.9993 -1.4467
H -2.2143 -2.7949 0.4970
O -1.7467 0.4104 1.5173
O 2.5513 -0.9858 2.0012
H -0.5508 2.3669 -3.6504
H 2.2965 3.6323 -0.6779
H -1.9751 -1.9153 -1.9686
O 0.3153 2.6546 2.1193
H 1.1414 2.2499 1.9050
*
```

Löwdin analysis output, partial charges in e: 0.0360 0.0192 -0.0613 -0.0713 0.0443 0.0611 0.0165 -0.0260 -0.0670 -0.0818 -0.0385 -0.0337 0.0544 -0.0274 -0.0059 -0.0347 -0.0318 -0.4911 -0.0355 -0.0397 0.0002 -0.0548 -0.0246 -0.0435 0.0009 0.0441 0.0413 -0.0050 -0.0371 0.0395 0.0088 -0.0530 -0.0373 -0.0650

***

Question: total energy of number 6 (H2)?
Answer: -0.98594 Ha

***

What did the first record say?
Below is 9 unconnected molecules or ions with the total composition H18O9, with properties calculated with wB97M-V/def2-TZVPD.

Its LUMO energy is -0.1 eV. The gap between HOMO and LUMO comes out at 10.7046 eV. Its maximum force is 0.40 eV Å⁻¹. Its total energy is -687.95073 Ha.

The geometry in ORCA input format:
```
! RIJCOSX wB97M-V def2-TZVPD def2/J DEFGRID3
* xyz 0 1
H 1.5542 1.3903 -1.5519
O 2.6792 -3.5035 -0.8259
O -1.2081 1.4845 2.8009
O -1.8845 2.2782 -0.5348
H -0.3479 1.4172 3.2271
O 0.6635 -0.5152 -2.4887
H -2.0984 1.8005 -1.3427
H 1.5085 -0.8738 -2.7791
O 1.1351 -2.4661 1.4552
H -3.4773 -1.5223 0.1043
H 1.2122 2.7086 -0.8784
O 0.8751 2.8465 1.0847
H 3.1652 -2.7792 -1.2275
H -2.7310 2.5802 -0.1921
O 1.4882 2.3326 -1.7256
H 0.5154 -1.8594 1.0232
H 1.2423 2.9737 1.9626
H -1.9936 -1.8141 0.3156
H 0.5797 -3.1644 1.8152
O -0.3383 -0.4164 0.0950
H -1.5799 0.6011 2.8880
H 0.1399 -0.4711 -0.7527
H 0.3151 2.0612 1.1569
H -0.8804 0.3775 0.0183
H 2.0286 -3.0875 -0.2416
H 0.2262 -0.2225 -3.2936
O -2.7890 -2.1567 -0.1122
*
```

Löwdin analysis output, partial charges in e: -0.0080 -0.0666 -0.0453 -0.0355 0.0414 -0.0306 0.0483 0.0690 -0.0530 0.0277 -0.0069 -0.0479 0.0205 0.0527 -0.0680 -0.0049 0.0473 -0.0058 0.0541 -0.0675 0.0441 0.0166 0.0019 0.0148 -0.0125 0.0743 -0.0605

***

Question: Among the records above, which one has the highest maximum force?
Answer: H20NO13

***

Question: Which of these has the highest gap between HOMO and LUMO?
Answer: number 3